No. 1
Below is a cluster of 3 separate species, C25H37BFNO3 in total, with properties calculated with the ωB97M-V functional and the def2-TZVPD basis.

## Properties
- Structure (SMILES): Oc1ccccc1CNCCCB(F)Cc1ccccc1.C1CCOC1.C1CCOC1
- Maximum force: 2.568 eV Å⁻¹
- Relative energy (zero: lowest compared OMol25 entry of this formula, charge and spin): 0.0 kJ/mol
- HOMO: -8.4 eV

```
! wB97M-V def2-TZVPD RIJCOSX def2/J DEFGRID3
* xyz 0 1
O -1.30 -3.76 -0.81
C -1.81 -2.48 -0.58
C -2.56 -2.26 0.68
C -3.17 -0.98 0.99
C -3.03 0.10 0.02
C -2.26 -0.10 -1.20
C -1.62 -1.40 -1.54
C -0.84 -1.46 -2.89
N 0.07 -2.61 -3.04
C 1.21 -2.59 -2.10
C 2.42 -1.67 -2.53
C 2.39 -0.21 -1.95
B 2.47 -0.10 -0.36
F 2.55 -1.23 0.47
C 2.41 1.32 0.43
C 1.47 2.27 -0.41
C 2.04 3.02 -1.54
C 1.25 3.90 -2.38
C -0.19 4.01 -2.10
C -0.75 3.28 -0.97
C 0.05 2.41 -0.11
H -0.47 -3.79 -0.29
H -2.64 -3.13 1.38
H -3.75 -0.86 1.94
H -3.49 1.10 0.18
H -2.16 0.74 -1.93
H -1.61 -1.55 -3.70
H -0.34 -0.46 -3.06
H 0.46 -2.53 -3.99
H 1.61 -3.65 -2.07
H 0.85 -2.40 -1.05
H 3.36 -2.21 -2.19
H 2.49 -1.65 -3.66
H 1.53 0.35 -2.40
H 3.32 0.31 -2.34
H 1.97 1.18 1.45
H 3.44 1.75 0.54
H 3.13 2.89 -1.75
H 1.73 4.43 -3.24
H -0.82 4.66 -2.76
H -1.85 3.41 -0.78
H -0.43 1.88 0.76
C -7.94 -2.70 1.84
C -8.38 -1.47 1.07
C -7.50 -0.40 1.67
O -6.28 -1.03 2.06
C -6.45 -2.45 2.00
H -8.16 -3.64 1.33
H -8.43 -2.73 2.82
H -8.15 -1.60 0.01
H -9.45 -1.25 1.17
H -7.95 0.04 2.57
H -7.28 0.41 0.97
H -5.89 -2.82 1.14
H -6.04 -2.91 2.90
C 7.80 2.08 2.85
C 7.47 0.80 2.10
C 5.97 0.93 1.92
O 5.68 2.34 1.82
C 6.85 3.07 2.21
H 8.85 2.38 2.76
H 7.57 1.96 3.91
H 7.97 0.80 1.13
H 7.75 -0.11 2.64
H 5.42 0.54 2.78
H 5.61 0.43 1.02
H 7.28 3.52 1.31
H 6.56 3.88 2.90
*
```

Atomic partial charges in e from the Löwdin method, atoms 1 to 6:
1 O -0.01
2 C -0.24
3 C -0.01
4 C -0.07
5 C -0.09
6 C -0.05


No. 2
Below is a structure of composition C25H37Br5Cl3FN2NaO8, with properties calculated with the ωB97M-V functional and the def2-TZVPD basis.

## Properties
- Maximum force: 2.526 eV Å⁻¹
- HOMO: -8.5 eV

```
! wB97M-V def2-TZVPD RIJCOSX def2/J DEFGRID3
* xyz 1 1
O 2.33 -3.13 2.17
C 2.73 -2.13 1.51
C 4.10 -2.15 1.10
C 4.69 -1.18 0.35
C 6.11 -1.17 -0.01
C 6.88 -0.02 0.19
C 8.22 -0.04 -0.14
N 8.88 -1.08 -0.62
C 8.16 -2.18 -0.82
C 6.81 -2.25 -0.55
C 3.85 -0.02 -0.06
O 4.31 0.82 -0.83
C 2.49 0.01 0.44
C 1.91 -0.97 1.17
C 0.51 -0.97 1.69
C -0.52 -0.88 0.52
C -0.07 -1.45 -0.79
O -0.17 0.01 -0.49
H 4.71 -3.00 1.43
H 6.42 0.88 0.58
H 8.79 0.87 0.01
H 8.65 -3.07 -1.20
H 6.30 -3.19 -0.71
H 1.91 0.88 0.17
H 0.28 -1.93 2.14
H 0.27 -0.12 2.33
H -1.57 -1.02 0.76
H 0.96 -1.79 -0.92
H -0.69 -1.36 -1.67
F -3.28 -2.11 0.93
C -3.42 -4.23 3.65
Cl -1.99 -3.21 3.76
Cl -3.47 -5.14 2.13
H -3.43 -4.93 4.47
H -4.29 -3.58 3.69
O -5.15 -2.42 -0.81
H -4.51 -2.26 -1.53
H -5.40 -1.57 -0.41
H -4.64 -2.92 -0.07
Na 10.39 -2.84 -1.86
Cl 3.46 -3.67 4.01
O -1.00 1.43 3.20
C -0.75 2.34 2.45
O 0.18 2.25 1.48
C 0.33 3.52 0.81
C -0.97 4.27 1.08
C -1.35 3.73 2.46
H 1.20 4.02 1.24
H 0.50 3.35 -0.24
H -0.85 5.35 1.04
H -1.72 3.98 0.35
H -0.90 4.30 3.27
H -2.43 3.68 2.60
O 3.94 -4.23 -1.10
H 4.02 -5.08 -0.63
H 3.59 -3.53 -0.47
H 3.35 -4.31 -1.88
C -4.74 5.92 -0.94
Br -3.31 7.00 -0.26
Br -4.49 5.46 -2.80
Br -5.03 4.36 0.14
H -5.64 6.52 -0.89
C 0.87 3.63 -3.16
C -0.43 4.35 -2.86
O -1.04 4.18 -1.81
N -0.91 5.20 -3.80
C -0.33 5.53 -5.09
H 1.12 2.99 -2.32
H 0.77 3.01 -4.05
H 1.68 4.35 -3.30
H -1.78 5.63 -3.53
H -0.14 6.60 -5.14
H -1.04 5.27 -5.88
H 0.59 5.00 -5.25
Br -8.32 -3.39 2.79
C -7.62 -4.35 1.26
C -8.53 -5.48 0.84
Br -8.38 -7.00 2.03
H -6.62 -4.70 1.53
H -7.54 -3.61 0.46
H -8.24 -5.85 -0.14
H -9.57 -5.19 0.82
*
```

Atomic partial charges in e from the Löwdin method, atoms 1 to 6:
1 O -0.24
2 C -0.41
3 C -0.02
4 C -0.10
5 C -0.13
6 C 0.04


No. 3
Below is a structure of composition C25H37BrCuN2OSbSi3, with properties calculated with the ωB97M-V functional and the def2-TZVPD basis.

## Properties
- Maximum force: 0.757 eV Å⁻¹
- HOMO (spin up / spin down): -10.3 / -10.4 eV

```
! wB97M-V def2-TZVPD RIJCOSX def2/J DEFGRID3
* xyz 1 2
Cu -0.06 -1.69 -0.47
Br 6.05 -3.63 3.08
C 4.67 -3.14 1.90
C 4.97 -2.81 0.57
C 3.98 -2.42 -0.29
C 2.63 -2.34 0.11
O 1.76 -1.90 -0.77
C 2.33 -2.72 1.45
C 1.00 -2.79 2.00
N -0.07 -2.52 1.35
C -1.39 -2.63 1.83
C -1.78 -2.94 3.10
C -3.15 -3.01 3.44
C -4.11 -2.76 2.51
C -3.75 -2.43 1.18
C -4.68 -2.18 0.15
C -4.25 -1.87 -1.10
C -2.87 -1.78 -1.34
N -1.97 -2.00 -0.41
C -2.39 -2.35 0.85
C 3.37 -3.10 2.32
H 6.00 -2.85 0.23
H 4.20 -2.17 -1.32
H 0.94 -3.12 3.04
H -1.04 -3.15 3.87
H -3.43 -3.26 4.46
H -5.16 -2.82 2.77
H -5.74 -2.24 0.38
H -4.95 -1.68 -1.91
H -2.49 -1.52 -2.32
H 3.13 -3.38 3.34
C 3.15 1.33 1.02
Si 2.56 1.75 -0.68
C 3.45 0.84 -2.03
C 2.58 3.59 -0.95
Sb 0.14 0.93 -0.84
Si -1.10 1.92 1.16
C -2.92 1.65 0.93
C -0.50 0.96 2.64
C -0.69 3.73 1.33
Si -0.86 1.79 -3.04
C -2.70 1.51 -3.02
C -0.46 3.59 -3.24
C -0.04 0.75 -4.34
H 4.19 1.64 1.14
H 3.09 0.25 1.21
H 2.55 1.85 1.77
H 4.53 0.86 -1.87
H 3.24 1.28 -3.00
H 3.13 -0.21 -2.05
H 3.61 3.95 -0.91
H 2.01 4.11 -0.17
H 2.16 3.86 -1.92
H -3.15 0.60 0.74
H -3.32 2.25 0.10
H -3.46 1.95 1.84
H -0.97 -0.03 2.67
H -0.75 1.48 3.56
H 0.58 0.81 2.62
H -0.80 4.26 0.38
H 0.33 3.87 1.68
H -1.36 4.20 2.05
H -3.14 1.73 -2.05
H -2.94 0.48 -3.28
H -3.18 2.16 -3.76
H -0.74 4.17 -2.35
H -1.00 4.01 -4.09
H 0.61 3.74 -3.41
H -0.12 -0.31 -4.11
H 1.03 0.99 -4.41
H -0.48 0.93 -5.32
*
```

Atomic partial charges in e from the Löwdin method, atoms 1 to 6:
1 Cu 0.42
2 Br 0.76
3 C -0.70
4 C -0.09
5 C 0.00
6 C -0.34


No. 4
Below is a structure of composition C25H37BrO2V, with properties calculated with the ωB97M-V functional and the def2-TZVPD basis.

## Properties
- Maximum force: 0.895 eV Å⁻¹
- Relative energy (zero: lowest compared OMol25 entry of this formula, charge and spin): 71.2 kJ/mol
- HOMO (spin up / spin down): -14.5 / -14.6 eV

```
! wB97M-V def2-TZVPD RIJCOSX def2/J DEFGRID3
* xyz 2 2
V -1.28 1.45 -0.81
C -1.27 5.64 -0.13
C -1.58 4.54 -1.10
C -0.56 3.73 -1.63
C -0.85 2.75 -2.59
C -2.18 2.46 -2.92
C -3.19 3.28 -2.40
C -2.89 4.31 -1.53
H -1.38 6.60 -0.63
H -0.26 5.57 0.25
H -1.97 5.63 0.70
H 0.47 3.91 -1.34
H -0.04 2.18 -3.05
H -2.41 1.68 -3.63
H -4.22 3.10 -2.69
H -3.69 4.95 -1.16
C 3.70 -4.88 -0.28
C 2.82 -4.45 -1.44
C 1.82 -5.58 -1.75
C 3.70 -4.19 -2.67
C 2.04 -3.17 -1.13
C 1.14 -2.68 -2.09
C 0.45 -1.52 -1.83
Br -0.78 -0.83 -3.09
C 0.63 -0.85 -0.61
O -0.10 0.30 -0.47
C 1.51 -1.30 0.38
C 2.19 -2.48 0.07
C 1.70 -0.58 1.72
C 2.16 0.86 1.50
C 0.38 -0.62 2.51
C 2.77 -1.27 2.58
H 4.22 -5.80 -0.55
H 3.12 -5.10 0.62
H 4.46 -4.14 -0.04
H 2.36 -6.51 -1.93
H 1.23 -5.37 -2.65
H 1.13 -5.74 -0.92
H 4.25 -5.10 -2.93
H 4.43 -3.40 -2.47
H 3.12 -3.89 -3.54
H 0.99 -3.20 -3.03
H 2.88 -2.87 0.80
H 1.41 1.48 0.99
H 3.08 0.90 0.91
H 2.37 1.33 2.46
H -0.42 -0.12 1.97
H 0.51 -0.11 3.46
H 0.08 -1.64 2.71
H 3.74 -1.29 2.09
H 2.49 -2.30 2.83
H 2.88 -0.72 3.51
C -3.57 0.33 1.96
C -3.23 1.78 1.69
C -2.25 2.39 2.67
C -4.42 2.65 1.39
O -2.44 1.75 0.33
H -4.05 0.28 2.94
H -2.68 -0.29 2.00
H -4.26 -0.07 1.22
H -2.79 2.59 3.60
H -1.87 3.34 2.31
H -1.42 1.72 2.89
H -5.06 2.66 2.27
H -5.01 2.25 0.56
H -4.13 3.68 1.18
*
```

Atomic partial charges in e from the Löwdin method, atoms 1 to 6:
1 V 1.13
2 C 0.00
3 C -0.22
4 C -0.04
5 C -0.19
6 C -0.12


No. 5
Below is a structure of composition C25H37InN5P2, with properties calculated with the ωB97M-V functional and the def2-TZVPD basis.

## Properties
- Maximum force: 5.104 eV Å⁻¹
- HOMO: -10.3 eV

```
! wB97M-V def2-TZVPD RIJCOSX def2/J DEFGRID3
* xyz 1 1
C -4.06 -3.24 -0.17
C -3.17 -2.36 -0.79
C -3.38 -0.97 -0.64
C -4.43 -0.47 0.12
C -5.32 -1.42 0.74
C -5.13 -2.76 0.61
C -4.35 0.92 0.41
C -3.89 1.76 -0.62
C -2.88 1.24 -1.43
C -2.15 2.07 -2.29
C -2.43 3.44 -2.33
C -3.46 3.98 -1.51
C -4.21 3.17 -0.71
H -3.86 -4.31 -0.21
H -6.17 -0.99 1.31
H -5.79 -3.49 1.12
H -5.21 1.32 1.01
H -1.78 4.09 -2.88
H -3.62 5.08 -1.53
H -5.01 3.55 -0.05
N -2.38 -0.02 -0.99
In -0.63 -0.01 0.05
C -1.90 -2.88 -1.38
H -1.63 -2.41 -2.34
H -1.99 -3.98 -1.51
C -0.92 1.52 -2.93
H -1.13 0.57 -3.45
H -0.58 2.24 -3.68
P -0.47 -2.52 -0.29
P 0.45 1.23 -1.75
C 1.06 2.90 -1.44
H 2.01 2.85 -0.91
H 1.21 3.34 -2.44
H 0.30 3.49 -0.91
C 1.69 0.39 -2.75
H 1.82 1.06 -3.60
H 2.64 0.29 -2.21
H 1.33 -0.57 -3.17
C -0.75 -3.65 1.08
H -0.88 -4.68 0.73
H 0.15 -3.61 1.71
H -1.65 -3.36 1.64
C 0.94 -3.20 -1.17
H 1.82 -3.13 -0.52
H 0.73 -4.26 -1.37
H 1.14 -2.71 -2.14
H -3.44 0.93 1.01
H 0.26 -0.26 1.48
C 2.78 -0.95 2.13
N 2.41 0.20 1.32
C 3.45 0.41 0.29
N 4.72 0.67 0.92
C 5.09 -0.47 1.80
N 4.05 -0.75 2.83
C 3.91 0.48 3.65
N 3.55 1.68 2.83
C 2.31 1.38 2.13
C 4.63 1.85 1.81
H 2.91 -1.80 1.44
H 1.96 -1.09 2.84
H 3.11 1.25 -0.31
H 3.49 -0.49 -0.31
H 6.05 -0.31 2.28
H 5.17 -1.35 1.11
H 3.10 0.30 4.39
H 4.87 0.66 4.16
H 2.09 2.20 1.43
H 1.51 1.20 2.85
H 5.56 2.02 2.32
H 4.38 2.71 1.14
*
```

Atomic partial charges in e from the Löwdin method, atoms 1 to 6:
1 C -0.05
2 C -0.24
3 C -0.20
4 C -0.16
5 C -0.02
6 C -0.08


No. 6
Below is a structure of composition C25H37MoN6O2PSi, with properties calculated with the ωB97M-V functional and the def2-TZVPD basis.

## Properties
- Maximum force: 0.329 eV Å⁻¹
- HOMO (spin up / spin down): -13.9 / -13.9 eV

```
! wB97M-V def2-TZVPD RIJCOSX def2/J DEFGRID3
* xyz 2 1
Mo 0.32 -0.40 0.11
N -8.74 -0.01 -4.86
C -7.72 -0.05 -4.32
C -6.45 -0.11 -3.65
C -5.29 0.20 -4.35
C -4.07 0.16 -3.70
C -4.00 -0.22 -2.36
C -5.17 -0.53 -1.66
C -6.40 -0.47 -2.31
C -2.70 -0.27 -1.66
C -2.28 -1.50 -1.11
C -2.96 -2.72 -1.19
C -2.21 -3.67 -0.47
C -1.10 -3.01 0.00
N -1.09 -1.70 -0.39
C -1.94 0.89 -1.58
C -2.28 2.18 -2.04
C -1.22 3.03 -1.75
C -0.27 2.25 -1.10
N -0.68 0.97 -0.98
H -5.34 0.47 -5.39
H -3.16 0.39 -4.24
H -5.13 -0.81 -0.62
H -7.31 -0.69 -1.77
H -3.88 -2.89 -1.71
H -2.46 -4.70 -0.31
H -0.30 -3.40 0.60
H -3.21 2.45 -2.52
H -1.15 4.08 -1.96
H 0.69 2.57 -0.72
C -2.55 -0.80 2.74
Si -1.32 0.58 2.86
C -1.93 2.17 2.15
C -0.51 0.72 4.51
O -0.01 0.09 1.78
H -3.39 -0.58 3.41
H -2.13 -1.76 3.06
H -2.95 -0.91 1.73
H -2.72 2.58 2.79
H -2.36 2.04 1.15
H -1.14 2.92 2.10
H -1.24 1.03 5.27
H 0.29 1.46 4.51
H -0.10 -0.23 4.84
C 4.86 -0.03 -1.70
N 4.38 -0.87 -0.59
C 5.45 -1.43 0.25
P 2.89 -1.48 -0.69
O 1.87 -0.40 -1.13
N 2.28 -1.82 0.87
C 2.79 -0.98 1.99
C 2.23 -3.24 1.29
N 2.76 -2.74 -1.69
C 3.86 -3.70 -1.86
C 1.53 -3.12 -2.38
H 5.47 0.77 -1.28
H 4.03 0.40 -2.24
H 5.48 -0.62 -2.39
H 5.89 -0.65 0.85
H 6.22 -1.88 -0.38
H 5.07 -2.21 0.91
H 2.93 0.05 1.66
H 3.74 -1.36 2.36
H 2.06 -1.00 2.79
H 1.92 -3.88 0.47
H 1.51 -3.33 2.11
H 3.20 -3.58 1.66
H 4.77 -3.33 -1.40
H 4.05 -3.85 -2.92
H 3.60 -4.66 -1.41
H 0.78 -2.34 -2.32
H 1.12 -4.04 -1.96
H 1.76 -3.30 -3.43
*
```

Atomic partial charges in e from the Löwdin method, atoms 1 to 6:
1 Mo 1.69
2 N 0.20
3 C -0.16
4 C -0.20
5 C 0.01
6 C -0.01